[1]
Molecular formula: C10H13Cl6Ge2HfO5S2Se
Method: DFT, ωB97M-V with the def2-TZVPD basis set

Calculated values
max |F|: 0.99 eV/A
frontier orbital gap: 8.82 eV
E_LUMO: -3.56 eV
ΔE to the lowest compared entry with this formula, charge and spin: 0.277 eV
E_tot: -10925.9551 Eh
total charge: +1
HOMO level: -12.38 eV

Structure (XYZ):
```
40
Properties=species:S:1:pos:R:3:forces:R:3:mulliken_charge:R:1
Hf 0.00047 1.49698 -1.37879 -0.170 -0.945 -0.228 1.38
S 0.11834 -0.12520 1.19892 0.019 0.212 -0.160 0.18
C -0.82970 0.54820 2.55630 -0.124 -0.007 -0.032 0.56
C -2.03294 1.17413 2.25463 0.013 0.018 -0.008 -0.48
C -2.83382 1.62569 3.29259 -0.002 -0.003 -0.001 -0.71
C -2.43171 1.45423 4.60910 0.004 -0.001 0.006 -0.52
C -1.23825 0.80583 4.89858 -0.020 0.012 -0.010 -0.61
C -0.43689 0.33528 3.87171 0.029 -0.054 0.005 -0.44
H -2.34559 1.29467 1.22542 -0.014 -0.011 0.018 0.41
H -3.77398 2.11052 3.06768 0.002 0.004 0.001 0.42
H -3.05610 1.81573 5.41489 -0.003 -0.004 -0.002 0.40
H -0.93517 0.65459 5.92560 0.001 -0.003 -0.003 0.40
H 0.47519 -0.20185 4.09948 0.016 0.014 -0.015 0.45
O -0.64663 0.50172 -3.44350 -0.298 0.097 0.203 -0.63
Se -2.13410 0.88566 -2.78594 0.047 0.093 0.245 1.04
O -3.50658 0.54941 -3.49543 0.246 0.030 0.124 -0.62
O -1.76567 0.24070 -1.23581 0.058 0.297 -0.324 -0.50
O -1.72239 2.45603 -2.30502 -0.136 -0.497 -0.119 -0.45
Cl -0.99635 5.72004 -2.22489 0.227 -0.181 0.059 -0.23
Ge 0.83000 4.92079 -1.42230 -0.118 0.246 -0.058 0.66
Cl 1.17437 2.97117 -3.07499 -0.100 0.161 0.613 -0.37
Cl -0.36019 3.25003 0.34448 0.218 0.250 -0.420 -0.42
Cl 2.66014 1.97479 -0.29664 -0.070 -0.075 0.068 -0.19
Ge 2.09868 0.81577 1.47911 0.321 -0.012 0.068 1.06
Cl 2.28950 2.17918 3.06053 -0.059 0.025 0.124 -0.20
Cl 3.58355 -0.69200 1.58582 0.002 -0.031 0.000 -0.25
O 1.16809 -0.27103 -1.49495 -0.055 0.372 -0.108 -0.27
S 1.40058 -1.26713 -2.67764 -0.027 0.061 -0.070 0.32
C 2.61170 -2.39003 -1.95602 -0.009 -0.040 0.049 -0.57
C 1.81632 -3.44817 -1.19935 -0.008 0.040 0.006 -0.44
C 0.64872 -3.78809 -2.12046 0.000 0.010 -0.015 -0.78
C 0.03167 -2.45185 -2.53059 0.021 -0.021 0.003 -0.33
H 3.28538 -1.77989 -1.35560 0.015 -0.001 -0.015 0.33
H 3.16725 -2.81106 -2.79635 -0.018 -0.016 -0.005 0.45
H 1.45220 -3.03093 -0.25724 0.000 -0.018 0.007 0.16
H 2.43584 -4.31248 -0.96619 0.007 -0.002 -0.016 0.42
H -0.09967 -4.41922 -1.64383 -0.001 0.015 0.023 0.37
H 1.01353 -4.31886 -3.00212 -0.017 -0.025 0.009 0.33
H -0.59967 -2.02103 -1.75122 -0.015 0.007 -0.014 0.17
H -0.51611 -2.45232 -3.46998 0.014 -0.018 -0.009 0.51
```
Forces are in eV/Å.

---

[2]
Molecular formula: C10H13ClF5IrN3O4Se
Method: DFT, ωB97M-V with the def2-TZVPD basis set

Calculated values
max |F|: 0.19 eV/A
frontier orbital gap (spin up / spin down): 8.72 / 6.35 eV
E_LUMO (spin up / spin down): -2.89 / -6.16 eV
spin multiplicity: 5
ΔE to the lowest compared entry with this formula, charge and spin: 0.000 eV
E_tot: -4318.7723 Eh
total charge: +1
HOMO level (spin up / spin down): -11.61 / -12.51 eV

Structure (XYZ):
```
38
Properties=species:S:1:pos:R:3:forces:R:3:mulliken_charge:R:1
Ir -0.30697 -0.34568 -0.16988 -0.030 -0.104 0.155 1.49
N 1.36295 -1.85622 -0.48324 -0.013 -0.022 -0.068 -0.64
C 1.19059 -2.60900 -1.74194 0.023 0.023 -0.022 -0.58
C 0.87151 -1.65097 -2.87799 0.000 -0.033 -0.001 -0.71
N -0.30679 -0.81048 -2.60353 0.019 0.010 -0.012 -0.12
C -1.61551 -1.36220 -2.99733 0.007 -0.041 0.020 -0.71
C -2.29687 -2.10912 -1.86052 0.006 0.046 -0.039 -0.58
N -2.32614 -1.25587 -0.66042 0.001 -0.070 0.016 -0.62
H 1.38198 -2.48493 0.31505 -0.003 0.007 0.008 0.28
H 2.25549 -1.37076 -0.47716 0.008 0.036 0.002 0.26
H 2.08893 -3.17430 -1.99720 -0.010 -0.006 0.014 0.43
H 0.38541 -3.32746 -1.59532 -0.001 0.003 0.007 0.26
H 1.72252 -0.98185 -3.02071 -0.004 0.003 -0.003 0.43
H 0.74596 -2.21918 -3.80455 -0.002 0.008 0.003 0.36
H -0.17803 0.06873 -3.08677 -0.003 0.003 0.018 0.26
H -2.24691 -0.52405 -3.29692 -0.007 0.005 0.007 0.45
H -1.52220 -2.02345 -3.86350 -0.004 0.010 -0.006 0.33
H -3.30095 -2.40143 -2.17333 0.002 -0.004 0.007 0.43
H -1.75590 -3.01995 -1.60823 -0.002 -0.004 0.010 0.27
H -2.99199 -0.49355 -0.75703 0.018 0.023 -0.001 0.29
H -2.63330 -1.77957 0.15640 0.002 0.014 -0.004 0.32
O -2.33473 -0.71018 3.21057 0.022 0.019 0.025 -0.62
Cl -1.43074 0.17254 2.57677 -0.006 0.017 0.033 1.84
O -0.95257 1.20788 3.41556 -0.018 -0.035 0.009 -0.57
O -0.25454 -0.62116 2.07037 0.007 -0.037 -0.065 -0.79
O -2.02516 0.72799 1.35465 -0.053 0.050 -0.060 -0.67
F 2.33517 3.64922 4.62481 -0.018 -0.011 -0.021 -0.28
C 1.87573 3.29671 3.44251 0.052 -0.003 0.053 0.60
C 2.28023 2.09196 2.87983 0.019 -0.004 0.030 0.20
F 3.12672 1.30556 3.52723 -0.001 0.005 -0.002 -0.30
C 1.79069 1.73498 1.64698 -0.060 0.019 -0.111 0.34
F 2.20381 0.57854 1.10611 0.008 -0.020 0.012 -0.38
C 0.89920 2.54509 0.94265 0.064 0.010 0.141 -0.24
Se 0.11301 2.01763 -0.67652 0.018 0.077 -0.108 -0.17
C 0.53111 3.76037 1.52136 -0.026 -0.043 -0.085 0.41
F -0.31379 4.56270 0.88739 0.009 -0.006 0.021 -0.31
C 1.00392 4.13391 2.76308 -0.027 0.059 0.026 0.31
F 0.62818 5.27753 3.31075 0.001 -0.003 -0.008 -0.28
```
Forces are in eV/Å.

---

[3]
Molecular formula: C10H13ClI2N2OPTb
Method: DFT, ωB97M-V with the def2-TZVPD basis set

Calculated values
max |F|: 6.68 eV/A
frontier orbital gap (spin up / spin down): 5.74 / 5.72 eV
E_LUMO (spin up / spin down): -10.18 / -10.19 eV
spin multiplicity: 7
E_tot: -2794.4568 Eh
total charge: +2
HOMO level (spin up / spin down): -15.92 / -15.91 eV

Structure (XYZ):
```
31
Properties=species:S:1:pos:R:3:forces:R:3:mulliken_charge:R:1
I 2.00329 -3.99839 -1.61683 -1.446 0.005 0.533 0.23
I -0.73937 -4.03804 -0.84655 1.248 -0.379 -0.531 0.16
Tb 0.61983 -1.35657 -0.16797 1.337 3.536 -0.200 0.91
P -0.00257 0.54961 -2.47104 0.025 0.740 -1.001 0.88
C -1.59454 0.78599 -3.38891 -0.265 -0.080 -0.801 -1.18
C 0.86496 2.12372 -2.88002 0.433 0.040 -0.104 -1.19
H 1.91147 -0.76187 -3.15883 0.159 -0.133 0.200 0.42
H 0.94641 -0.32619 -4.54215 -0.078 0.042 0.185 0.41
H 0.37005 -1.61305 -3.52559 -0.017 -0.246 0.126 0.38
C 0.88467 -0.65462 -3.49581 0.068 0.070 -0.863 -1.24
H 1.88140 2.07425 -2.47979 -0.141 0.113 0.141 0.33
H 0.97218 2.32877 -3.96838 -0.357 -0.571 0.547 0.40
H -1.47517 1.04970 -4.48850 0.356 -0.309 1.354 0.37
H -2.19774 1.60260 -2.95912 0.240 -0.391 0.063 0.39
H 0.34406 2.98610 -2.45993 0.042 -0.153 0.185 0.38
H -2.17579 -0.14843 -3.37931 0.019 0.296 0.138 0.35
C -2.22291 -0.11969 -0.28306 -6.511 0.069 1.488 0.18
O -3.38010 0.01250 -0.09634 6.463 -0.498 -1.183 -0.15
Cl 2.86363 0.00756 -0.28029 -1.644 -1.300 -0.002 -0.38
N -0.00583 0.07375 7.35498 -0.003 -0.209 -4.417 -0.33
C -0.00606 0.02763 6.16891 0.039 0.312 4.039 -0.28
C -0.00908 -0.00062 4.72985 -0.025 0.098 -0.617 0.63
C -0.02138 -1.18697 4.03617 0.009 -1.386 -1.216 -0.55
C 0.01444 -1.26617 2.63208 0.554 1.853 1.177 0.11
N 0.14196 -0.11771 1.90661 -1.117 -0.871 -0.011 -0.10
C 0.00579 1.07447 2.56578 0.861 -0.116 -0.858 -0.48
C -0.01764 1.14073 3.93910 -0.077 0.104 0.429 -0.34
H -0.00457 -2.09574 4.56671 -0.161 -1.010 0.642 0.51
H 0.00616 -2.27695 2.14013 0.070 0.811 0.366 0.23
H 0.02147 2.04366 2.01280 0.077 -1.247 0.105 0.40
H 0.00097 2.07997 4.43529 -0.158 0.810 0.088 0.53
```
Forces are in eV/Å.

---

[4]
Molecular formula: C10H13ClIrO3S
Method: DFT, ωB97M-V with the def2-TZVPD basis set

Calculated values
max |F|: 5.78 eV/A
frontier orbital gap (spin up / spin down): 5.52 / 5.72 eV
E_LUMO (spin up / spin down): -6.64 / -11.39 eV
spin multiplicity: 6
ΔE to the lowest compared entry with this formula, charge and spin: 0.000 eV
E_tot: -1576.3781 Eh
total charge: +2
HOMO level (spin up / spin down): -12.16 / -17.11 eV

Structure (XYZ):
```
29
Properties=species:S:1:pos:R:3:forces:R:3:mulliken_charge:R:1
Cl -3.96730 -0.40740 0.33966 0.041 0.009 0.062 0.00
C 1.14799 -1.58105 -2.40171 -1.725 -0.640 -0.364 -0.40
C 1.95616 -0.39527 -2.48188 -0.392 1.910 -0.557 -0.45
C 1.07198 0.74051 -2.38265 0.847 0.050 -1.218 -0.75
H 3.03398 -0.34513 -2.60627 -0.240 -0.027 0.054 0.46
C -0.28658 0.26440 -2.29342 0.218 -0.141 -0.442 0.89
C -0.21528 -1.17354 -2.22876 0.007 -0.570 -1.542 -0.76
H -1.08901 -1.79232 -2.03315 0.388 -0.046 -0.329 0.51
H 1.50472 -2.60914 -2.45573 -0.125 0.321 0.101 0.44
H 1.35678 1.79820 -2.37093 -0.028 -0.595 -0.184 0.49
C -1.52564 1.10392 -2.32490 0.154 -0.182 0.647 -0.99
Ir 0.97396 -0.43135 -0.44207 0.950 0.304 2.355 0.79
C 1.79005 0.42884 1.02023 3.197 3.636 2.894 0.36
C 0.34774 -1.62700 0.88079 -2.959 -4.626 1.814 0.29
O 2.26201 0.84749 1.99395 -1.482 -1.476 -2.092 -0.34
O 0.02792 -2.32781 1.74784 1.167 2.076 -1.086 -0.35
H -1.36802 2.01708 -1.73772 -0.039 -0.042 -0.254 0.31
H -2.36622 0.55299 -1.87856 0.182 0.175 -0.393 0.18
H -1.76074 1.40083 -3.36129 0.092 -0.203 0.327 0.34
C -0.81180 0.59410 3.90527 -0.104 -1.240 -0.101 -0.78
S -1.62332 1.56820 2.62931 1.421 1.226 1.165 0.82
C -1.94348 3.07288 3.58760 -0.970 0.539 -0.503 -0.96
O -0.61538 1.92019 1.57820 -0.825 -0.415 0.137 -0.28
H -1.14871 0.92535 4.89479 -0.012 -0.013 -0.397 0.42
H 0.27172 0.69786 3.79284 -0.184 0.140 -0.078 0.27
H -1.11737 -0.44453 3.73707 0.222 0.084 0.193 0.32
H -1.06175 3.71682 3.52369 0.000 -0.253 -0.086 0.38
H -2.80894 3.55298 3.11897 0.200 0.118 0.182 0.38
H -2.17756 2.80579 4.62232 -0.001 -0.120 -0.305 0.41
```
Forces are in eV/Å.

---

[5]
Molecular formula: C10H13CuN3O5S
Method: DFT, ωB97M-V with the def2-TZVPD basis set

Calculated values
max |F|: 1.05 eV/A
frontier orbital gap (spin up / spin down): 8.26 / 7.57 eV
E_LUMO (spin up / spin down): -0.27 / -1.03 eV
spin multiplicity: 2
E_tot: -2968.0317 Eh
HOMO level (spin up / spin down): -8.53 / -8.60 eV

Structure (XYZ):
```
33
Properties=species:S:1:pos:R:3:forces:R:3:mulliken_charge:R:1
Cu -0.21510 -0.43690 -0.09710 0.091 -0.495 0.131 -0.13
O -0.28970 1.90140 -0.03670 0.060 -0.083 -0.368 -0.50
C -0.60460 2.22230 1.31370 0.090 0.083 0.465 -0.57
C 0.26630 1.35350 2.22030 -0.120 0.402 -0.361 -0.85
N -0.00380 -0.06010 2.01100 0.043 -0.222 -0.068 0.38
C -1.31800 -0.47860 2.47020 -0.593 0.014 -0.160 -0.46
C -2.40450 -0.21060 1.38330 -0.198 0.076 1.026 0.62
O -3.53240 0.06150 1.72900 -0.244 0.003 0.207 -0.67
O -2.01350 -0.31020 0.16730 -0.421 -0.061 -0.923 -0.30
C 1.12650 -0.92290 2.32750 0.252 -0.249 -0.129 -0.86
C 1.95600 -1.19470 1.05590 0.209 -0.147 0.444 1.11
O 2.85950 -2.02790 1.08440 0.311 -0.085 0.331 -0.82
O 1.62560 -0.56650 -0.00310 0.697 0.637 -0.371 -0.59
H -1.05010 2.10490 -0.59460 -0.001 -0.005 0.094 0.36
H -0.37860 3.27910 1.49740 -0.053 -0.134 0.052 0.42
H -1.66250 2.04360 1.52630 0.056 0.122 -0.073 0.40
H 1.30980 1.54060 1.95810 -0.018 -0.006 0.100 0.43
H 0.09030 1.63280 3.26900 0.077 0.021 -0.075 0.37
H -1.32100 -1.55990 2.61420 0.043 0.014 0.099 0.38
H -1.61640 0.01060 3.40580 0.016 -0.091 -0.112 0.26
H 1.77030 -0.50120 3.10930 -0.022 -0.102 -0.100 0.36
H 0.77240 -1.89710 2.67280 0.048 0.118 -0.007 0.32
S -0.06840 -2.93550 -0.75380 -0.488 0.316 0.499 -0.43
C 1.18030 -2.78110 -1.88220 0.255 -0.110 0.486 0.44
N 2.49170 -2.68160 -1.49120 -0.316 -0.073 -0.309 0.09
C 3.46760 -2.54530 -2.39220 0.110 -0.027 -0.489 -0.07
C 3.17270 -2.52250 -3.73310 -0.199 -0.002 0.156 -0.63
C 1.81220 -2.63470 -4.07090 0.754 -0.018 0.010 0.02
N 0.87230 -2.78080 -3.17970 -0.427 0.089 -0.347 -0.51
H 2.72800 -2.58120 -0.46960 -0.179 -0.008 -0.142 0.21
H 4.47580 -2.45710 -2.01070 -0.037 0.018 0.073 0.42
H 3.93610 -2.41940 -4.48350 0.121 0.034 -0.023 0.38
H 1.48310 -2.60360 -5.10210 0.085 -0.028 -0.115 0.42
```
Forces are in eV/Å.

---

[6]
Molecular formula: C10H13N2O
Method: DFT, ωB97M-V with the def2-TZVPD basis set

Calculated values
max |F|: 3.28 eV/A
frontier orbital gap: 10.11 eV
E_LUMO: -2.77 eV
ΔE to the lowest compared entry with this formula, charge and spin: 4.805 eV
SMILES: C[NH2+][C@]1(c2ccccc2)C=CON1
E_tot: -573.2340 Eh
total charge: +1
HOMO level: -12.88 eV

Structure (XYZ):
```
26
Properties=species:S:1:pos:R:3:forces:R:3:mulliken_charge:R:1
C -3.26647 0.78141 0.02658 -1.806 0.902 0.785 -0.34
C -2.56738 0.23469 -1.03243 0.063 -0.413 -1.982 -0.70
C -2.58527 1.25963 1.15216 0.694 -1.249 -0.686 -0.78
C -1.19788 0.03431 -1.00955 0.622 -0.364 -0.252 -0.19
C -1.16558 1.05324 1.17116 -2.253 -0.654 -0.318 -0.69
C -0.49426 0.37975 0.15342 -0.244 1.977 -0.376 0.20
C 1.84119 0.41594 -1.03803 1.344 2.346 1.361 -0.52
C 2.97947 1.08383 -0.64512 -2.570 -1.860 -0.427 -0.53
C 1.01087 0.30056 0.20821 0.254 -1.400 -1.570 1.38
C 0.58937 -2.27734 -0.44668 2.026 -2.047 1.579 -1.07
N 1.74247 0.99425 1.11841 -0.270 0.258 1.697 -0.08
N 1.16310 -1.31038 0.55828 -1.766 -2.040 0.211 -0.32
O 3.01153 1.35496 0.65117 -0.350 0.294 0.924 -0.30
H -4.41579 0.89840 0.02258 2.109 -0.276 -0.299 0.31
H -3.01640 -0.00167 -2.01967 -0.237 0.068 1.063 0.34
H -3.22395 1.62943 1.97228 1.029 0.059 -0.300 0.38
H -0.67434 -0.45692 -1.88716 -0.857 1.007 1.081 0.35
H -0.64561 1.26286 2.05454 0.670 0.691 1.198 0.32
H 1.41789 0.41730 -1.99991 -0.034 -0.486 -1.081 0.35
H 3.87483 1.32616 -1.11444 1.176 0.477 -1.074 0.55
H -0.37041 -1.92518 -0.66555 -1.137 -0.349 -0.589 0.58
H 1.27064 -2.47431 -1.22889 0.515 1.062 -1.589 0.39
H 0.66947 -3.34213 -0.06782 -0.938 1.281 0.515 0.34
H 1.41121 1.47238 1.95187 0.491 0.060 -0.576 0.20
H 2.10152 -1.60270 0.76238 0.720 0.242 0.369 0.41
H 0.53978 -1.50847 1.35224 0.747 0.414 0.336 0.41
```
Forces are in eV/Å.